Molecular formula: C20H68N3O14
Method: DFT, ωB97M-V/def2-TZVPD

Computed properties:
**E_HOMO**: -11.38 eV
**Orbital gap**: 8.62 eV
**LUMO**: -0.1013 Ha

```
! RIJCOSX wB97M-V def2-TZVPD def2/J DEFGRID3
* xyz 1 1
C 0.00 -2.15 -6.58
C 0.59 -3.09 -5.49
C 1.09 -2.36 -4.22
N 1.96 -1.16 -4.49
C 1.94 -0.39 -3.31
N 2.53 -0.82 -2.18
C 2.25 0.21 -1.24
C 1.54 1.19 -1.84
N 1.34 0.80 -3.19
H 0.78 -1.43 -6.92
H -0.37 -2.74 -7.44
H -0.86 -1.57 -6.17
H -0.26 -3.73 -5.16
H 1.34 -3.80 -5.89
H 1.73 -3.08 -3.67
H 0.25 -2.11 -3.54
H 1.54 -0.53 -5.18
H 3.03 -1.70 -2.10
H 2.58 0.18 -0.19
H 1.13 2.12 -1.43
H 0.86 1.27 -3.94
C 4.47 2.13 1.00
O 5.11 1.09 0.25
H 4.06 1.70 1.91
H 5.20 2.90 1.26
H 3.66 2.57 0.41
H 5.47 1.49 -0.55
C -2.64 -2.71 -2.85
O -1.62 -3.52 -2.27
H -2.71 -2.94 -3.91
H -3.60 -2.90 -2.37
H -2.38 -1.65 -2.74
H -1.58 -3.30 -1.33
C 1.68 3.62 3.67
O 2.43 4.17 2.58
H 2.26 2.83 4.13
H 1.48 4.40 4.41
H 0.74 3.21 3.30
H 1.89 4.87 2.18
C -0.58 0.30 4.31
O -0.73 1.70 4.46
H 0.38 0.00 4.73
H -1.38 -0.23 4.84
H -0.60 0.03 3.25
H -1.59 1.93 4.08
C -3.95 2.10 6.19
O -3.21 2.65 5.10
H -3.36 1.31 6.65
H -4.15 2.87 6.93
H -4.89 1.68 5.82
H -3.75 3.34 4.71
C 6.28 0.93 -3.91
O 5.29 1.02 -2.89
H 7.06 1.65 -3.70
H 6.71 -0.08 -3.93
H 5.83 1.15 -4.88
H 4.60 0.37 -3.09
C 8.44 -0.26 1.42
O 8.12 1.12 1.56
H 9.34 -0.46 1.99
H 7.62 -0.87 1.82
H 8.61 -0.51 0.37
H 7.32 1.28 1.05
C 4.10 0.36 5.21
O 2.74 0.16 4.83
H 4.13 0.64 6.26
H 4.66 -0.57 5.08
H 4.55 1.15 4.61
H 2.73 -0.09 3.90
C -2.88 -5.09 -8.06
O -3.03 -3.69 -7.87
H -1.93 -5.41 -7.62
H -3.70 -5.62 -7.57
H -2.87 -5.32 -9.13
H -3.87 -3.43 -8.27
C -2.21 -1.30 8.81
O -2.84 -0.82 7.62
H -2.96 -1.34 9.60
H -1.81 -2.30 8.64
H -1.41 -0.62 9.11
H -2.17 -0.79 6.94
C 2.95 2.26 8.36
O 1.60 2.06 7.97
H 2.97 2.55 9.40
H 3.51 1.33 8.23
H 3.40 3.06 7.75
H 1.59 1.81 7.04
C -4.59 6.43 3.99
O -3.94 5.42 3.23
H -4.99 5.98 4.90
H -3.87 7.21 4.26
H -5.41 6.87 3.42
H -3.60 5.83 2.43
C -6.85 -4.46 -6.51
O -5.99 -3.60 -5.76
H -7.85 -4.40 -6.09
H -6.88 -4.14 -7.55
H -6.49 -5.49 -6.45
H -5.11 -3.67 -6.15
C -8.32 -1.07 -5.87
O -7.21 -0.94 -6.76
H -8.89 -0.15 -5.89
H -8.96 -1.90 -6.19
H -7.96 -1.26 -4.85
H -6.72 -1.76 -6.72
*
```


Molecular formula: C20H70N12O15
Method: DFT, ωB97M-V/def2-TZVPD

Computed properties:
**E_HOMO**: -9.08 eV
**Orbital gap**: 9.00 eV
**LUMO**: -0.0027 Ha
**Relative energy (zero: lowest compared OMol25 entry of this formula, charge and spin)**: 261.04 kJ/mol

```
! RIJCOSX wB97M-V def2-TZVPD def2/J DEFGRID3
* xyz 0 1
C -9.05 -14.74 -19.48
C -8.41 -14.67 -18.09
O -7.69 -15.85 -17.88
H -9.73 -15.53 -19.58
H -8.18 -14.83 -20.23
H -9.56 -13.82 -19.68
H -9.28 -14.58 -17.41
H -7.69 -13.87 -18.00
H -7.18 -15.60 -17.11
C -10.93 -21.13 -16.14
C -10.43 -22.54 -16.15
O -9.31 -22.71 -15.37
H -11.68 -20.99 -16.87
H -10.09 -20.42 -16.35
H -11.39 -20.86 -15.24
H -10.18 -22.85 -17.16
H -11.28 -23.20 -15.73
H -9.12 -23.62 -15.22
C -5.17 -20.16 -20.99
C -3.91 -21.00 -21.08
O -2.94 -20.15 -21.70
H -5.36 -19.77 -21.96
H -5.07 -19.34 -20.26
H -6.08 -20.80 -20.77
H -4.02 -21.91 -21.58
H -3.60 -21.29 -20.09
H -3.11 -20.19 -22.67
C -6.30 -18.55 -16.86
C -7.44 -18.97 -15.86
O -7.04 -18.96 -14.46
H -6.57 -18.98 -17.87
H -5.37 -18.93 -16.49
H -6.14 -17.52 -17.08
H -7.70 -19.99 -16.14
H -8.32 -18.38 -16.08
H -7.66 -19.59 -14.02
C -6.11 -22.26 -15.78
C -6.85 -22.37 -17.14
O -6.14 -21.76 -18.16
H -6.92 -22.25 -15.07
H -5.53 -21.36 -15.68
H -5.41 -23.10 -15.57
H -7.86 -21.92 -17.08
H -7.04 -23.39 -17.33
H -5.41 -22.35 -18.36
C -8.62 -21.04 -12.55
O -8.48 -22.40 -12.32
N -8.31 -20.13 -11.69
N -8.97 -20.52 -13.72
H -8.54 -20.50 -10.72
H -8.31 -19.15 -11.82
H -9.05 -21.20 -14.48
H -9.47 -19.63 -13.78
C -10.04 -17.39 -14.02
O -9.22 -16.52 -14.71
N -10.63 -18.36 -14.58
N -10.16 -17.41 -12.70
H -10.69 -18.43 -15.64
H -11.36 -18.90 -14.09
H -9.98 -16.45 -12.25
H -10.88 -17.95 -12.19
C -10.36 -17.82 -18.14
O -10.82 -16.75 -17.41
N -11.18 -18.71 -18.60
N -9.11 -18.03 -18.45
H -12.20 -18.58 -18.32
H -10.80 -19.56 -19.01
H -8.48 -17.31 -18.02
H -8.77 -18.91 -18.94
C -7.32 -16.96 -10.66
O -8.14 -16.98 -9.55
N -6.13 -16.56 -10.44
N -7.63 -17.36 -11.89
H -5.76 -16.24 -9.47
H -5.44 -16.89 -11.13
H -8.61 -17.46 -12.18
H -7.01 -17.27 -12.67
C -3.76 -17.79 -14.43
O -2.76 -16.96 -14.93
N -3.54 -19.04 -14.15
N -4.95 -17.38 -14.18
H -2.55 -19.33 -14.08
H -4.24 -19.65 -13.67
H -5.19 -16.40 -14.25
H -5.73 -18.05 -14.36
C -9.03 -21.09 -19.65
O -9.16 -22.39 -19.14
N -8.02 -20.24 -19.54
N -9.99 -20.52 -20.26
H -7.31 -20.70 -18.99
H -7.79 -19.32 -20.08
H -10.79 -21.22 -20.34
H -9.72 -19.73 -20.89
C -5.40 -15.65 -21.16
O -5.39 -16.47 -20.04
H -4.55 -15.01 -21.35
H -6.20 -14.93 -21.18
H -5.40 -16.24 -22.05
H -5.09 -15.92 -19.30
C -5.43 -21.95 -12.08
O -5.54 -20.59 -12.36
H -5.79 -22.60 -12.87
H -5.97 -22.27 -11.18
H -4.34 -22.19 -12.12
H -6.44 -20.29 -12.48
C -4.03 -15.20 -16.98
O -4.27 -14.65 -18.24
H -3.09 -14.85 -16.51
H -4.00 -16.27 -17.09
H -4.86 -14.81 -16.47
H -4.46 -13.73 -18.05
C -3.30 -19.28 -17.73
O -3.06 -20.28 -16.73
H -4.26 -19.49 -18.20
H -2.50 -19.21 -18.53
H -3.22 -18.25 -17.35
H -3.24 -19.85 -15.90
*
```